# 1
The following is a quantum chemistry calculation of a cluster of 3 separate species, C25H42N5O2P in total at a distorted geometry, from the OMol25 dataset.

The geometry in XYZ format:
```
75
Properties=species:S:1:pos:R:3:forces:R:3
N -3.73823 0.39921 0.45960 0.515 3.129 0.458
C -3.59023 1.68878 0.68144 -1.369 -2.427 0.293
N -4.53603 2.32818 1.66015 1.845 -0.011 -1.220
N -2.55729 2.53280 0.05234 -0.466 -0.824 0.730
C -1.18549 2.01845 0.33286 1.619 -1.235 -0.433
C -0.09782 2.43624 -0.80607 -0.721 0.630 0.984
C 0.82730 3.66870 -0.27710 0.027 0.207 -0.887
C 2.39086 3.30288 -0.27129 0.561 0.206 -0.478
P 3.08780 2.90485 1.45431 -0.075 -0.699 0.584
C 3.23885 4.51769 2.48790 0.068 0.197 -0.780
C 1.99275 4.52830 3.49422 -0.328 0.585 -0.275
C 2.06166 5.63301 4.65457 0.062 -1.376 0.419
C 3.44345 5.70485 5.44865 0.490 4.062 2.512
O 3.65773 6.75840 6.11657 -0.739 -4.066 -2.687
O 4.43081 4.67828 5.51461 -1.143 1.247 -1.563
C 4.89456 2.30871 1.16561 -0.074 0.729 -1.491
C 4.89913 0.75838 0.75453 -0.582 -0.404 0.841
C 5.74871 -0.19127 1.72339 1.643 -2.487 1.054
C 6.26831 0.18557 3.12598 0.580 -3.114 -1.209
C 7.04383 -0.84085 3.99687 -1.281 -1.217 -3.140
C 7.28910 -2.27150 3.46364 -1.567 2.462 -1.756
C 6.79482 -2.65140 2.05023 -0.980 2.967 0.652
C 6.02484 -1.64125 1.17657 1.283 1.105 3.700
H -4.53641 0.04171 1.02515 0.685 0.580 -0.398
H -4.75760 3.23938 1.23045 0.236 -0.278 0.772
H -3.96528 2.48229 2.51733 -0.690 0.225 -0.765
H -2.73917 2.65507 -0.95251 0.209 -0.423 0.659
H -0.76596 2.38558 1.33848 -0.966 -0.411 -1.377
H -1.20635 0.87277 0.38066 -0.038 1.555 -0.028
H 0.54424 1.53357 -1.11932 -1.067 1.419 0.566
H -0.71576 2.79165 -1.70239 1.080 -0.563 1.029
H 0.67209 4.52260 -1.03609 0.321 -1.135 1.350
H 0.47611 4.04656 0.75632 0.500 -0.682 -1.680
H 3.06053 4.10660 -0.74657 -1.166 -1.004 0.436
H 2.51196 2.34183 -0.88903 0.068 1.367 0.905
H 4.26283 4.46608 2.98591 -1.481 0.012 -0.430
H 3.26331 5.42915 1.78339 -0.199 -1.152 1.223
H 1.79166 3.48759 3.94645 0.633 1.612 -0.728
H 1.06084 4.77496 2.85460 1.378 -0.430 1.051
H 1.25999 5.33525 5.43430 1.333 0.560 -1.083
H 1.80257 6.69288 4.32818 0.639 -1.463 0.344
H 5.16636 5.00323 4.93389 -0.690 -0.367 0.955
H 5.51727 2.57094 2.08140 -0.813 -0.467 -1.291
H 5.26194 2.92232 0.25863 -0.097 -0.883 1.513
H 3.80307 0.39299 0.84445 1.630 0.448 -0.100
H 5.16558 0.59424 -0.35756 -0.069 0.314 1.922
H 6.09561 1.22102 3.56161 0.206 -1.601 -0.718
H 7.39642 -0.54184 5.05071 -0.626 -0.543 -1.951
H 7.83127 -3.04820 4.11141 -0.930 1.400 -1.166
H 6.95354 -3.69962 1.61128 -0.156 1.773 0.946
H 5.63754 -1.93174 0.13917 0.695 0.465 1.755
C -5.29132 -2.53968 -0.97736 0.073 -0.024 0.075
C -5.30376 -1.43468 -2.02764 0.184 -0.080 0.259
C -6.54425 -1.47829 -2.92358 0.269 -0.742 -0.359
C -6.59700 -2.78525 -3.66125 -0.366 -2.169 -1.412
N -6.63713 -3.81281 -4.23960 0.157 3.207 1.804
H -5.26527 -3.53159 -1.43596 -0.070 0.075 0.005
H -4.40480 -2.45145 -0.34492 -0.089 0.041 -0.044
H -6.17557 -2.48020 -0.33491 0.050 -0.036 -0.041
H -4.40060 -1.51807 -2.64034 -0.127 0.091 -0.005
H -5.26163 -0.46521 -1.52352 -0.017 -0.038 -0.150
H -6.51340 -0.66101 -3.64854 -0.094 -0.175 -0.045
H -7.45351 -1.36753 -2.32650 0.027 -0.120 -0.110
C -5.33242 -6.93670 -5.05751 -0.130 0.024 -0.047
C -4.42029 -7.13588 -6.26319 -0.289 0.180 0.120
C -3.30591 -8.15337 -6.00633 0.394 0.525 0.520
C -2.43841 -7.68686 -4.87267 1.668 0.554 1.938
N -1.75761 -7.31962 -3.98171 -2.137 -1.094 -2.773
H -4.78588 -6.53559 -4.20038 -0.022 -0.053 -0.069
H -6.12663 -6.22642 -5.29577 0.092 -0.072 0.084
H -5.79815 -7.88099 -4.75819 0.051 0.048 -0.003
H -3.98422 -6.17098 -6.54095 0.035 -0.143 -0.036
H -5.02202 -7.47311 -7.11236 0.156 -0.041 0.001
H -2.68977 -8.27042 -6.90147 0.085 -0.034 0.186
H -3.72803 -9.13019 -5.75527 0.108 0.084 0.086
```
Positions in Å, forces in eV/Å.

Output
**SMILES**: [H]/N=C(\N)NCCCCP(CCCC(=O)O)CCc1ccccc1.CCCC#N.CCCC#N
**Calculated total energy**: -47433.102 eV
**Kohn-Sham gap**: 0.32238 Ha
**Spin multiplicity**: 1
**LUMO**: 0.0166 Eh

Charge distribution, Mulliken scheme, values in e: number 1, N, carries -0.5324; number 2, C, carries 0.1658; number 3, N, carries -0.6216; number 4, N, carries -0.2828; number 5, C, carries -0.4878; number 6, C, carries -0.5742; number 7, C, carries -0.3174; number 8, C, carries -0.8596; number 9, P, carries -0.0877; number 10, C, carries -0.4306; number 11, C, carries -0.3601; number 12, C, carries -0.5569; number 13, C, carries 0.3979; number 14, O, carries -0.5420; number 15, O, carries -0.4328; number 16, C, carries -0.6443; number 17, C, carries -0.3834; number 18, C, carries 0.5100; number 19, C, carries -0.2696; number 20, C, carries -0.4940; number 21, C, carries -0.3871; number 22, C, carries -0.3659; number 23, C, carries -0.4676; number 24, H, carries 0.2769; number 25, H, carries 0.2988; number 26, H, carries 0.2987; number 27, H, carries 0.3100; number 28, H, carries 0.2450; number 29, H, carries 0.2835; number 30, H, carries 0.3193; number 31, H, carries 0.2913; number 32, H, carries 0.3335; number 33, H, carries 0.0070; number 34, H, carries 0.4860; number 35, H, carries 0.3020; number 36, H, carries 0.1735; number 37, H, carries 0.3641; number 38, H, carries 0.3601; number 39, H, carries 0.1866; number 40, H, carries 0.3106; number 41, H, carries 0.3091; number 42, H, carries 0.3292; number 43, H, carries 0.2937; number 44, H, carries 0.3083; number 45, H, carries 0.2915; number 46, H, carries 0.3391; number 47, H, carries 0.1773; number 48, H, carries 0.2951; number 49, H, carries 0.2955; number 50, H, carries 0.2867; number 51, H, carries 0.2586; number 52, C, carries -1.1995; number 53, C, carries -0.1009; number 54, C, carries -0.5373; number 55, C, carries 0.2929; number 56, N, carries -0.4687; number 57, H, carries 0.4145; number 58, H, carries 0.3164; number 59, H, carries 0.2988; number 60, H, carries 0.2529; number 61, H, carries 0.0898; number 62, H, carries 0.3184; number 63, H, carries 0.2987; number 64, C, carries -1.0683; number 65, C, carries -0.4232; number 66, C, carries -0.3820; number 67, C, carries 0.2422; number 68, N, carries -0.4403; number 69, H, carries 0.3378; number 70, H, carries 0.3099; number 71, H, carries 0.3147; number 72, H, carries 0.2598; number 73, H, carries 0.3114; number 74, H, carries 0.2781; number 75, H, carries 0.2768

=====

# 2
The following is a quantum chemistry calculation of a cluster of 5 separate species, C7H23BrN7O4 in total at a distorted geometry, from the OMol25 dataset.

The geometry in XYZ format:
```
42
Properties=species:S:1:pos:R:3:forces:R:3
Br -29.67780 -13.26672 -8.54055 0.149 0.176 0.196
C -25.28440 -13.62483 -5.31857 2.136 0.505 4.962
O -24.74613 -13.59923 -4.19213 0.246 0.379 -1.098
N -25.26113 -12.70053 -6.21591 1.185 4.843 -2.338
N -25.97675 -14.61194 -5.73172 -3.972 -5.171 -1.214
H -24.78855 -11.84463 -5.96254 -0.220 -0.092 -0.134
H -25.94685 -12.64169 -6.95513 0.232 -0.105 0.050
H -26.76528 -14.33818 -6.30039 -0.065 -0.552 -0.410
H -26.22825 -15.32956 -5.06700 0.236 0.207 0.048
C -33.25287 -14.19453 -13.50040 -0.523 0.314 1.999
O -33.07041 -15.35766 -13.55337 1.168 -4.293 -0.436
N -33.63744 -13.50271 -14.52593 -1.652 1.817 -5.484
N -33.18481 -13.50184 -12.39265 0.380 1.672 2.663
H -34.25048 -12.70033 -14.54731 0.328 -0.065 0.621
H -33.83627 -14.13801 -15.28551 0.014 0.256 -0.202
H -32.67128 -13.94358 -11.64348 -0.087 0.511 0.201
H -33.25493 -12.49964 -12.49639 0.437 -0.231 0.688
C -29.99315 -9.08936 -4.91879 0.123 0.732 1.965
O -29.92376 -8.15064 -4.19845 -0.439 3.991 2.146
N -29.15297 -10.04550 -4.82901 4.524 -5.318 -0.394
N -30.94332 -9.38428 -5.73074 -4.542 -0.108 -3.774
H -29.32688 -10.83194 -5.43842 0.484 -0.266 0.352
H -28.54407 -10.23076 -4.04477 -0.184 0.658 -0.280
H -31.80088 -8.85088 -5.71649 0.447 -0.013 -0.261
H -30.84689 -10.14856 -6.38395 -0.364 0.154 0.084
C -26.81239 -14.75740 -13.01538 0.510 0.376 -2.400
C -25.33804 -14.57991 -12.69869 -0.458 0.820 2.152
C -24.73293 -13.21197 -13.19355 -1.171 -0.830 -0.309
O -23.40014 -13.02801 -12.80995 -0.243 -0.012 -0.628
C -22.55234 -13.64414 -13.72471 1.715 -0.892 0.909
N -25.36182 -14.55091 -11.22165 0.051 0.271 0.505
H -27.26040 -15.67267 -12.62852 0.062 0.444 0.601
H -26.92719 -14.85061 -14.09531 -0.072 -0.095 -0.367
H -27.30502 -13.80849 -12.80327 -0.466 -0.343 0.577
H -24.79428 -15.50787 -12.87563 0.467 0.399 -1.080
H -25.23317 -12.32881 -12.79618 -0.646 -0.441 0.460
H -24.89609 -13.12895 -14.26807 0.449 -0.037 -0.475
H -22.80921 -14.68478 -13.92266 -0.482 -0.040 -0.260
H -21.61520 -13.74037 -13.17645 0.378 0.174 -0.272
H -22.35430 -13.11603 -14.65744 -0.407 0.298 -0.068
H -24.75251 -13.82786 -10.86665 0.429 -0.060 0.115
H -26.28930 -14.22644 -10.98803 -0.158 -0.035 0.592
```
Positions in Å, forces in eV/Å.

Output
**Calculated total energy**: -96298.145 eV
**Kohn-Sham gap**: 0.26499 Ha
**Energy relative to the best compared isomer or geometry (same formula, charge and spin)**: 400.35 kJ/mol
**Spin multiplicity**: 1
**Net charge**: -1
**LUMO**: 0.0926 Eh

Charge distribution, natural (NBO) scheme, values in e: number 1, Br, carries -0.9938; number 2, C, carries 0.7423; number 3, O, carries -0.7116; number 4, N, carries -0.8148; number 5, N, carries -0.8034; number 6, H, carries 0.3942; number 7, H, carries 0.4062; number 8, H, carries 0.3939; number 9, H, carries 0.3906; number 10, C, carries 0.7451; number 11, O, carries -0.6599; number 12, N, carries -0.8415; number 13, N, carries -0.8220; number 14, H, carries 0.3830; number 15, H, carries 0.3905; number 16, H, carries 0.4263; number 17, H, carries 0.3783; number 18, C, carries 0.7371; number 19, O, carries -0.6866; number 20, N, carries -0.8153; number 21, N, carries -0.8275; number 22, H, carries 0.3836; number 23, H, carries 0.4036; number 24, H, carries 0.3973; number 25, H, carries 0.4051; number 26, C, carries -0.6245; number 27, C, carries -0.0943; number 28, C, carries -0.0798; number 29, O, carries -0.5297; number 30, C, carries -0.2557; number 31, N, carries -0.8311; number 32, H, carries 0.2364; number 33, H, carries 0.1951; number 34, H, carries 0.2148; number 35, H, carries 0.1925; number 36, H, carries 0.1934; number 37, H, carries 0.1571; number 38, H, carries 0.1678; number 39, H, carries 0.1859; number 40, H, carries 0.1639; number 41, H, carries 0.3496; number 42, H, carries 0.3583